No. 1
Here is a molecular structure, C27H29BBrN6O4S3Y in a non-equilibrium geometry from OMol25. Energies are from ωB97M-V/def2-TZVPD.

- relative energy (zero: lowest compared OMol25 entry of this formula, charge and spin) (kcal/mol) = 0.0

Each line ends with the Mulliken charge.
Cartesian coordinates (Å):
H: 3.756 3.160 0.485  0.351
C: -4.324 -1.465 -0.742  -0.808
C: -0.313 3.274 -1.109  0.751
H: -4.898 2.454 -1.254  0.456
O: -6.114 -1.660 0.859  -0.547
H: 3.550 -4.361 0.057  0.482
H: -1.501 -3.014 0.980  0.309
C: -3.073 -0.955 -1.006  -0.793
H: 2.740 7.572 -2.170  0.380
H: -6.502 -2.177 0.145  0.314
H: -0.807 3.676 -3.750  0.503
N: 3.120 1.614 1.747  0.220
H: -4.991 2.747 -3.711  0.404
C: 3.374 1.303 3.070  -0.577
H: 3.739 -0.682 3.961  0.501
H: 4.505 -2.071 0.588  -0.137
S: 2.860 0.378 -0.691  -0.431
C: 1.355 -1.374 -3.885  -0.869
C: 1.350 -4.498 0.005  -0.456
O: 0.150 -1.706 -1.596  -0.120
H: 1.392 -2.424 -4.171  0.374
N: 0.080 2.374 -0.312  -0.589
H: -2.737 2.723 -0.063  0.550
C: -1.637 3.195 -1.830  0.469
H: -1.108 5.881 -1.335  0.434
N: 0.428 -3.601 0.503  0.203
C: -1.008 -3.714 0.313  -1.071
S: -0.105 -1.143 -2.942  0.819
C: 3.538 -0.034 3.125  -0.456
C: 2.972 2.964 1.215  -0.684
H: -2.617 -1.147 -1.967  0.377
C: 1.886 4.333 -1.659  -0.334
H: -4.635 -0.185 2.370  0.514
H: 1.283 -0.732 -4.762  0.391
H: 2.314 3.336 -1.609  0.616
H: 1.054 -5.400 -0.505  0.463
B: 3.680 -2.021 1.472  0.341
C: -3.999 2.705 -1.807  -0.651
Y: 0.116 0.327 -0.475  0.122
H: 2.210 -1.103 -3.264  0.148
N: -2.370 -0.216 -0.128  1.533
C: 2.120 6.709 -1.963  -0.413
C: -4.053 2.875 -3.185  -0.506
H: -1.272 -3.475 -0.716  0.274
Br: -2.040 1.162 2.230  -0.067
C: -2.793 2.858 -1.136  -0.665
C: -1.705 3.400 -3.206  -0.308
O: -1.198 -1.760 -3.642  -0.638
C: -4.900 -1.203 0.493  0.761
N: 2.394 -2.781 0.933  0.504
C: 2.682 5.438 -1.930  -0.850
H: 0.317 7.860 -1.764  0.393
H: -1.323 -4.728 0.552  0.419
H: 3.742 5.309 -2.113  0.423
H: 4.044 -2.578 2.489  -0.217
C: 0.758 6.870 -1.739  -0.696
C: -2.968 0.037 1.033  -0.272
H: -4.837 -2.052 -1.496  0.389
C: 2.565 -3.987 0.278  -0.821
H: 2.004 3.073 0.739  0.100
C: -4.208 -0.424 1.407  -0.771
H: 3.407 2.057 3.840  0.417
C: 0.522 4.488 -1.435  0.192
C: 1.083 -2.559 1.079  0.045
N: 3.400 -0.537 1.848  0.046
H: -2.939 3.356 -4.958  0.416
C: 3.136 0.479 1.012  -0.157
C: -2.902 3.223 -3.883  -0.775
O: -0.260 0.325 -2.740  -0.397
S: 0.283 -1.197 1.797  -0.457
H: 3.067 3.663 2.044  0.312
C: -0.041 5.762 -1.492  -0.181

Forces on atoms 1 to 2 (eV/Å):
H 0.02 -0.01 0.01
C -0.02 -0.05 -0.14

No. 2
Here is a molecular structure, C4H4CsO2 in a non-equilibrium geometry from OMol25. Energies are from ωB97M-V/def2-TZVPD.

- charge = +2
- multiplicity = 2
- relative energy (zero: lowest compared OMol25 entry of this formula, charge and spin) (kcal/mol) = 35.1
- expectation value of S² = 0.76

Each line ends with the natural charge from an NBO analysis.
Cartesian coordinates (Å):
Cs: -0.060 4.148 1.801  0.999
H: -0.543 -2.043 0.332  0.345
H: -1.639 0.002 -1.089  0.218
H: -0.475 0.906 -2.253  0.237
C: -0.658 0.438 -1.284  -0.053
C: 0.749 -1.339 1.586  0.770
O: 0.237 -1.737 2.534  -0.149
C: 0.369 -1.273 0.270  -0.083
O: -0.052 1.067 -0.180  -0.476
C: 0.555 -0.137 -0.606  -0.075
H: 1.517 -0.033 -1.112  0.267

Forces on atoms 1 to 2 (eV/Å):
Cs -0.03 0.22 0.01
H 1.95 1.51 -1.12

No. 3
Here is 3 unconnected molecules or ions with the total composition C17H33N4O3 in a non-equilibrium geometry from OMol25. Energies are from ωB97M-V/def2-TZVPD.

- charge = -1
- energy (Eh) = -1112.3253

Each line ends with the natural charge from an NBO analysis.
Cartesian coordinates (Å):
H: -1.622 -0.836 -3.768  0.261
C: 1.955 3.667 -0.942  -0.212
H: 0.726 -0.285 -3.068  0.210
H: 2.912 3.216 -0.664  0.192
H: 0.502 -2.558 1.927  0.189
H: -0.976 -0.964 3.074  0.182
C: 2.924 3.799 -3.162  -0.202
H: -1.008 5.441 -2.897  0.211
H: 0.447 3.624 -3.955  0.190
H: -3.303 -3.620 3.051  0.201
H: 0.243 5.691 -1.688  0.203
C: 1.009 -1.947 -1.908  0.294
H: 3.446 5.695 -2.193  0.203
H: -0.625 -1.918 0.749  0.244
H: -0.096 -1.908 5.002  0.192
H: 2.750 3.461 -4.187  0.189
H: 3.760 3.194 -2.796  0.187
C: -1.211 -1.120 -2.805  -0.474
N: 1.664 -2.392 -1.085  -0.333
H: -0.291 3.243 -2.437  0.216
H: -0.243 -2.335 -4.551  0.484
C: 0.477 3.874 -2.891  -0.225
C: -1.474 -0.030 -1.891  0.342
H: -2.386 -1.650 2.321  0.192
O: 0.571 -1.926 -4.235  -0.695
H: 2.712 5.887 -3.791  0.197
C: -2.992 -4.573 4.934  -0.615
H: -3.554 -3.860 5.539  0.204
N: -1.574 0.909 -1.248  -0.384
H: -0.972 -3.144 5.842  0.178
O: -1.529 -3.021 -1.374  -0.733
C: 0.295 -1.284 -3.007  0.022
C: 0.062 5.340 -2.705  -0.637
C: -1.971 -2.421 -2.380  0.761
C: 0.859 3.026 -0.105  -0.617
C: 0.508 -3.917 4.500  -0.638
H: 1.108 3.101 0.955  0.204
C: -2.454 -3.909 3.674  -0.214
H: -2.196 -4.996 5.549  0.195
H: 0.576 6.008 -3.396  0.193
H: 0.749 1.972 -0.353  0.233
H: -1.888 -4.654 3.094  0.164
C: 3.377 5.266 -3.193  -0.635
N: 1.764 3.457 -2.364  -0.449
H: -0.106 3.510 -0.248  0.206
O: -2.945 -2.679 -3.125  -0.748
H: 2.028 4.736 -0.676  0.147
H: 0.075 -4.863 4.172  0.203
H: -0.875 -3.526 1.374  0.215
H: 1.122 -4.127 5.381  0.197
H: -3.661 -5.391 4.662  0.206
N: -1.682 -2.714 3.947  -0.458
H: 1.176 -3.560 3.719  0.213
C: -1.416 -1.914 2.756  -0.207
C: -0.569 -2.883 4.858  -0.210
H: 4.370 5.332 -3.646  0.204
C: -0.552 -2.523 1.650  -0.635

Forces on atoms 1 to 2 (eV/Å):
H -0.04 0.19 -0.17
C -0.12 0.01 0.16

No. 4
Here is 2 unconnected molecules or ions with the total composition C5H14N2O in a non-equilibrium geometry from OMol25. Energies are from ωB97M-V/def2-TZVPD.

- relative energy (zero: lowest compared OMol25 entry of this formula, charge and spin) (kcal/mol) = 122.1

Each line ends with the natural charge from an NBO analysis.
Cartesian coordinates (Å):
H: -2.687 -1.768 -0.947  0.190
N: -1.618 -0.188 -0.218  -0.312
C: 3.296 -0.731 0.222  -0.724
O: 1.194 -0.388 -0.753  -0.582
C: 1.988 1.488 0.383  -0.745
H: 2.690 1.667 1.190  0.217
C: 2.055 0.085 -0.098  0.618
H: -2.406 -1.649 1.058  0.189
H: 3.557 -0.453 1.296  0.227
H: -2.516 -0.568 -2.218  0.214
H: -1.168 1.876 -0.409  0.289
H: 4.125 -0.471 -0.575  0.249
H: 2.169 2.170 -0.542  0.251
C: -2.665 -0.733 -1.152  -0.415
H: -1.794 -0.195 1.884  0.251
H: -0.609 -0.114 -0.451  0.472
H: 3.048 -1.816 0.120  0.239
N: -1.783 1.288 0.186  -0.924
H: -3.614 -0.164 -0.982  0.238
H: 1.038 1.735 0.835  0.271
H: -0.766 -1.419 1.146  0.194
C: -1.659 -0.868 1.050  -0.409

Forces on atoms 1 to 2 (eV/Å):
H -0.60 -1.18 -0.07
N 0.40 3.22 -0.10

No. 5
Here is C3H2ClNOS in the gas phase in a non-equilibrium geometry from OMol25. Energies are from ωB97M-V/def2-TZVPD.

- SMILES = O=C=NS/C=C/Cl
- relative energy (zero: lowest compared OMol25 entry of this formula, charge and spin) (kcal/mol) = 19.2

Each line ends with the natural charge from an NBO analysis.
Cartesian coordinates (Å):
C: -0.743 -0.710 0.812  -0.430
S: -1.493 0.692 0.095  0.561
H: -1.367 -1.163 1.540  0.241
O: 0.799 2.564 -2.509  -0.496
N: -0.118 1.239 -0.791  -0.743
C: 0.471 -1.220 0.699  -0.204
C: 0.283 1.995 -1.635  0.864
H: 1.256 -0.803 0.016  0.240
Cl: 0.913 -2.593 1.774  -0.033

Forces on atoms 1 to 2 (eV/Å):
C 0.37 0.12 0.09
S 1.48 0.30 -0.89

No. 6
Here is C3H3NO in the gas phase in a non-equilibrium geometry from OMol25. Energies are from ωB97M-V/def2-TZVPD.

- SMILES = N#CCC=O
- relative energy (zero: lowest compared OMol25 entry of this formula, charge and spin) (kcal/mol) = 29.1

Each line ends with the natural charge from an NBO analysis.
Cartesian coordinates (Å):
C: 0.091 -0.843 -0.706  0.435
N: -1.800 1.546 1.216  -0.296
H: 1.077 -0.409 0.679  0.330
C: 0.305 0.317 0.217  -0.671
H: -0.770 -1.021 -1.359  0.158
C: -0.867 0.994 0.804  0.276
H: 0.966 1.063 -0.230  0.281
O: 0.997 -1.647 -0.620  -0.513

Forces on atoms 1 to 2 (eV/Å):
C 0.56 -0.75 -0.42
N 1.24 -0.76 -0.58

No. 7
Here is a molecular structure, C3H4N2O from OMol25. Energies are from ωB97M-V/def2-TZVPD.

- relative energy (zero: lowest compared OMol25 entry of this formula, charge and spin) (kcal/mol) = 83.5

Each line ends with the natural charge from an NBO analysis.
Cartesian coordinates (Å):
C: -0.890 -0.888 -0.358  0.324
O: -0.684 -2.027 0.040  -0.663
C: -0.446 1.269 0.334  -0.056
H: -0.196 2.311 0.524  0.198
N: 1.495 -0.192 -0.158  -0.723
H: -1.712 -0.614 -1.041  0.141
H: 1.730 -1.163 -0.324  0.424
H: 2.169 0.364 0.348  0.405
C: 0.225 0.167 -0.307  0.221
N: -1.305 0.518 0.880  -0.272

Forces on atoms 1 to 2 (eV/Å):
C 0.26 -0.15 -0.32
O 0.13 0.11 -0.30

No. 8
Here is 5 unconnected molecules or ions with the total composition C10H12Cl16O3 in a non-equilibrium geometry from OMol25. Energies are from ωB97M-V/def2-TZVPD.

- SMILES = ClC(Cl)(Cl)Cl.ClC(Cl)(Cl)Cl.ClC(Cl)(Cl)Cl.ClC(Cl)(Cl)Cl.CCCCOC(=O)OC
- energy (Eh) = -7976.9635

Each line ends with the natural charge from an NBO analysis.
Cartesian coordinates (Å):
H: 3.666 -1.922 -2.078  0.205
Cl: -0.743 3.940 5.568  0.060
C: 2.608 -2.103 -1.845  -0.613
H: 0.511 0.490 -0.493  0.205
C: 1.502 0.130 -2.422  -0.428
Cl: -1.337 6.699 6.176  0.053
C: 0.260 0.430 -1.558  -0.070
Cl: 0.819 -1.522 6.154  0.057
C: 1.691 -1.346 -2.822  -0.402
C: -1.491 -0.886 -0.642  1.004
H: -0.195 1.384 -1.856  0.188
C: -3.113 -1.987 -1.968  -0.255
H: 0.727 -1.857 -2.892  0.212
Cl: 1.907 0.967 5.187  0.052
C: 2.979 -2.859 2.583  -0.226
Cl: -1.845 5.661 3.534  0.054
Cl: -2.266 1.745 -6.613  0.055
Cl: 2.624 -1.196 2.113  0.059
O: -2.783 -1.036 -0.939  -0.525
O: -0.758 -0.590 -1.730  -0.559
H: 2.375 0.429 -1.822  0.212
Cl: -3.546 3.300 -4.549  0.057
C: 0.424 0.033 5.419  -0.229
O: -1.045 -1.013 0.447  -0.586
H: -3.533 -1.462 -2.833  0.195
H: -3.853 -2.673 -1.545  0.197
Cl: 0.868 6.044 4.435  0.052
H: 2.124 -1.375 -3.832  0.204
Cl: 1.468 -3.705 2.920  0.062
Cl: 3.982 -2.845 4.034  0.056
C: -0.766 5.585 4.930  -0.229
Cl: -0.659 0.933 6.496  0.047
Cl: -2.269 0.800 -3.887  0.063
Cl: -4.714 0.807 -5.409  0.051
H: 2.435 -3.186 -1.892  0.210
H: 2.411 -1.781 -0.818  0.207
H: 1.485 0.766 -3.315  0.210
Cl: 3.842 -3.693 1.281  0.052
H: -2.226 -2.550 -2.275  0.190
C: -3.196 1.665 -5.113  -0.229
Cl: -0.368 -0.221 3.870  0.082

Forces on atoms 1 to 2 (eV/Å):
H -0.21 0.04 0.17
Cl 0.01 0.14 -0.08